No. 1
15
Properties=species:S:1:pos:R:3:lowdin_charge:R:1 method="wB97M-V/def2-TZVPD" relative_energy_ev=7.226 spin_multiplicity=1 homo_energy_ev="-9.48 / -9.75" orbital_gap_ev="8.84 / 8.31" e_lumo_ha="-0.02356 / -0.05288"
O -1.661 1.198 0.690 -0.05
C -1.073 -0.106 0.737 -0.34
C -0.658 -0.619 -0.665 -0.10
C 0.764 -0.242 -0.301 -0.35
C 1.924 -0.285 -0.976 0.10
O 0.023 1.776 -0.572 -0.04
C 0.408 0.030 1.148 -0.09
H -2.396 1.156 0.061 0.11
H -1.684 -0.790 1.341 0.14
H -1.078 -0.048 -1.495 0.11
H -0.820 -1.690 -0.827 0.12
H 2.869 -0.080 -0.481 0.07
H 1.960 -0.614 -2.011 0.07
H 0.657 1.034 1.492 0.12
H 0.765 -0.720 1.860 0.12

---

No. 2
15
Properties=species:S:1:pos:R:3:lowdin_charge:R:1 method="wB97M-V/def2-TZVPD" relative_energy_ev=2.927 spin_multiplicity=1 homo_energy_ev=-9.83 orbital_gap_ev=10.75 e_lumo_ha=0.03401
O 0.976 0.666 -2.504 -0.06
C 1.197 -0.038 1.169 -0.04
C 0.390 1.125 0.613 -0.08
C -0.654 0.033 0.307 -0.45
C -2.112 0.093 0.260 -0.06
O -1.338 -0.082 -0.931 -0.04
C 0.298 -0.980 0.855 0.01
H 0.027 0.608 -2.318 0.02
H 2.165 -0.070 1.661 0.10
H 0.801 1.576 -0.295 0.10
H 0.088 1.896 1.331 0.11
H -2.700 -0.777 0.555 0.12
H -2.616 1.054 0.350 0.12
H 1.309 -0.187 -2.196 0.04
H 0.248 -2.059 0.971 0.11

---

No. 3
15
Properties=species:S:1:pos:R:3:lowdin_charge:R:1 method="wB97M-V/def2-TZVPD" relative_energy_ev=3.637 spin_multiplicity=1 homo_energy_ev=-8.98 orbital_gap_ev=9.97 e_lumo_ha=0.03641
C -0.277 1.508 -0.212 0.00
C -0.172 0.088 0.268 -0.52
C -0.821 -1.054 -0.436 -0.06
C -1.312 -0.612 0.922 -0.06
O 1.056 -0.193 0.933 0.00
C 2.174 -0.385 0.315 -0.20
O 2.174 -0.309 -1.017 0.04
H 0.417 1.699 -1.036 0.08
H -0.056 2.203 0.605 0.09
H -1.296 1.701 -0.560 0.09
H -1.420 -0.819 -1.311 0.11
H -0.276 -1.991 -0.495 0.11
H -2.254 -0.078 0.998 0.11
H -1.071 -1.249 1.769 0.11
H 3.135 -0.509 -0.743 0.09

---

No. 4
15
Properties=species:S:1:pos:R:3:lowdin_charge:R:1 method="wB97M-V/def2-TZVPD" relative_energy_ev=5.617 spin_multiplicity=1 homo_energy_ev=-7.69 orbital_gap_ev=8.19 e_lumo_ha=0.01836
C 1.859 -0.102 0.621 -0.01
C 0.467 0.088 0.061 -0.55
C -0.207 -1.026 -0.739 -0.04
C -0.753 0.217 1.014 0.05
O -1.368 -1.203 0.191 -0.06
C -1.104 1.343 0.012 -0.19
O 0.236 1.377 -0.525 -0.08
H 2.662 -0.029 -0.123 0.08
H 1.921 -1.077 1.115 0.09
H 2.024 0.668 1.382 0.09
H -0.562 -0.692 -1.718 0.14
H 0.292 -1.992 -0.792 0.13
H -2.231 -0.983 -0.197 0.13
H -1.844 1.124 -0.785 0.11
H -1.391 2.288 0.483 0.11

---

No. 5
15
Properties=species:S:1:pos:R:3:lowdin_charge:R:1 method="wB97M-V/def2-TZVPD" relative_energy_ev=3.947 spin_multiplicity=1 homo_energy_ev=-8.82 orbital_gap_ev=9.63 e_lumo_ha=0.02995
C 1.428 0.247 -1.259 -0.03
C 0.946 -0.322 -0.053 -0.38
O 1.934 -0.879 0.567 0.02
C -0.382 -0.396 0.565 -0.45
O -0.516 -1.318 1.597 0.04
C -1.605 -0.170 -0.274 -0.04
C -1.163 0.907 0.661 -0.03
H 2.426 -0.639 -0.548 0.20
H 0.783 0.380 -2.125 0.05
H 2.092 1.096 -1.076 0.07
H 0.341 -1.360 2.046 0.10
H -2.456 -0.776 0.019 0.12
H -1.481 -0.024 -1.342 0.11
H -0.717 1.807 0.249 0.11
H -1.714 1.028 1.589 0.11

---

No. 6
15
Properties=species:S:1:pos:R:3:lowdin_charge:R:1 method="wB97M-V/def2-TZVPD" relative_energy_ev=4.954 spin_multiplicity=1 smiles=C1COC2(CC2)O1 homo_energy_ev=-8.53 orbital_gap_ev=9.58 e_lumo_ha=0.03873
C -1.808 0.617 -0.144 -0.17
C -1.684 -0.620 0.227 -0.16
O -0.310 -0.960 -0.428 -0.03
C 0.491 0.093 -0.107 -0.59
C 1.658 -0.150 0.886 -0.02
C 1.950 0.160 -0.665 -0.04
O -0.406 1.125 0.183 -0.04
H -2.359 1.390 0.294 0.12
H -1.840 0.751 -1.304 0.18
H -2.177 -1.382 -0.402 0.14
H -1.866 -0.987 1.347 0.18
H 1.742 -1.203 1.290 0.12
H 2.105 0.818 1.111 0.09
H 2.459 1.107 -0.976 0.11
H 2.047 -0.757 -1.311 0.11

---

No. 7
15
Properties=species:S:1:pos:R:3:lowdin_charge:R:1 method="wB97M-V/def2-TZVPD" relative_energy_ev=0.913 spin_multiplicity=1 smiles="C=C(C)COC=O" homo_energy_ev=-9.38 orbital_gap_ev=10.26 e_lumo_ha=0.03268
C 0.523 1.616 -0.713 0.06
C 0.552 0.375 -0.230 -0.37
C 1.446 -0.060 0.895 -0.05
C -0.231 -0.695 -0.931 -0.14
O -1.128 -1.447 -0.089 -0.03
C -2.028 -0.766 0.615 -0.35
O -2.100 0.428 0.719 0.09
H 1.161 2.401 -0.320 0.07
H -0.177 1.889 -1.496 0.07
H 0.995 -0.867 1.482 0.08
H 1.653 0.770 1.575 0.08
H 2.399 -0.433 0.500 0.09
H 0.444 -1.470 -1.309 0.14
H -0.826 -0.294 -1.757 0.13
H -2.697 -1.489 1.093 0.14

---

No. 8
15
Properties=species:S:1:pos:R:3:lowdin_charge:R:1 method="wB97M-V/def2-TZVPD" relative_energy_ev=3.500 spin_multiplicity=1 homo_energy_ev="-7.81 / -7.56" orbital_gap_ev="8.39 / 7.83" e_lumo_ha="0.02120 / 0.01001"
C 0.613 -1.873 -0.113 -0.03
C -0.004 -0.531 -0.498 -0.36
O -0.559 -0.648 -1.737 0.01
C -0.745 0.170 0.632 -0.18
C 0.070 1.430 0.871 -0.16
C 0.432 1.720 -0.562 -0.21
O 0.551 2.789 -1.082 0.09
H -0.168 -2.659 -0.169 0.10
H 1.402 -2.183 -0.800 0.08
H 0.988 -1.884 0.915 0.08
H -0.672 0.274 -1.997 0.09
H -1.747 0.440 0.276 0.13
H -0.830 -0.456 1.524 0.11
H -0.392 2.224 1.464 0.12
H 1.063 1.187 1.276 0.13

---

No. 9
15
Properties=species:S:1:pos:R:3:lowdin_charge:R:1 method="wB97M-V/def2-TZVPD" relative_energy_ev=1.938 spin_multiplicity=1 smiles="C=C(CC=O)OC" homo_energy_ev=-8.64 orbital_gap_ev=9.34 e_lumo_ha=0.02571
C -0.675 1.853 0.116 0.08
C 0.018 0.710 0.049 -0.34
C -0.574 -0.677 -0.057 -0.11
C -2.083 -0.900 -0.098 -0.22
O -2.965 -0.050 -0.081 0.04
O 1.404 0.854 0.082 -0.12
C 2.216 -0.310 0.018 -0.09
H -1.756 1.904 0.101 0.05
H -0.154 2.804 0.190 0.07
H -0.228 -1.270 0.798 0.12
H -0.197 -1.151 -0.971 0.12
H -2.368 -1.966 -0.156 0.12
H 3.262 0.009 0.058 0.09
H 2.066 -0.844 -0.925 0.09
H 2.034 -0.965 0.875 0.09

---

No. 10
15
Properties=species:S:1:pos:R:3:lowdin_charge:R:1 method="wB97M-V/def2-TZVPD" relative_energy_ev=4.791 spin_multiplicity=1 homo_energy_ev="-8.80 / -8.80" orbital_gap_ev="7.87 / 7.87" e_lumo_ha="-0.03401 / -0.03413"
O 2.555 0.057 0.406 -0.05
C 1.434 -0.608 -0.138 -0.25
C 0.139 -0.106 0.459 -0.18
C -0.522 1.157 -0.060 -0.15
C -1.806 0.385 -0.166 0.10
C -1.290 -0.954 -0.038 -0.55
O -1.725 -2.049 0.342 -0.03
H 2.504 0.985 0.146 0.09
H 1.562 -1.670 0.087 0.14
H 1.393 -0.499 -1.236 0.13
H 0.147 -0.156 1.550 0.15
H -0.628 1.932 0.710 0.13
H -0.118 1.619 -0.967 0.12
H -0.833 -0.855 -1.120 0.22
H -2.813 0.762 0.026 0.12

---

No. 11
15
Properties=species:S:1:pos:R:3:lowdin_charge:R:1 method="wB97M-V/def2-TZVPD" relative_energy_ev=1.190 spin_multiplicity=1 smiles="O=C1CC[C@@H]1CO" homo_energy_ev=-9.56 orbital_gap_ev=10.37 e_lumo_ha=0.02980
O -1.364 -2.129 0.425 0.11
C -1.083 -0.973 0.248 -0.37
C -1.755 0.186 -0.489 -0.07
C -0.594 1.097 -0.010 -0.12
C 0.115 -0.110 0.657 -0.22
C 1.410 -0.534 -0.007 -0.24
O 2.340 0.514 0.182 -0.05
H -1.806 0.022 -1.571 0.12
H -2.760 0.435 -0.134 0.12
H -0.896 1.872 0.697 0.11
H -0.007 1.559 -0.807 0.11
H 0.264 -0.028 1.740 0.16
H 1.759 -1.480 0.432 0.13
H 1.227 -0.713 -1.080 0.13
H 3.152 0.282 -0.282 0.09

---

No. 12
15
Properties=species:S:1:pos:R:3:lowdin_charge:R:1 method="wB97M-V/def2-TZVPD" relative_energy_ev=2.743 spin_multiplicity=1 smiles="O=C1CC1.C=CO" homo_energy_ev=-8.81 orbital_gap_ev=9.50 e_lumo_ha=0.02534
O -0.717 1.849 -0.461 0.09
C -0.212 1.022 -1.181 -0.40
C 0.009 -0.394 -1.458 -0.05
C 0.585 0.728 -2.376 -0.04
H 0.698 -0.936 -0.812 0.11
H -0.825 -0.987 -1.827 0.12
H 0.122 0.875 -3.350 0.11
H 1.658 0.902 -2.355 0.11
C 0.409 -1.149 2.439 0.00
C -0.227 -0.105 1.913 -0.31
O -1.464 -0.183 1.363 -0.02
H 1.386 -1.012 2.890 0.05
H -0.039 -2.137 2.456 0.06
H 0.223 0.888 1.898 0.11
H -1.605 0.637 0.862 0.07

---

No. 13
15
Properties=species:S:1:pos:R:3:lowdin_charge:R:1 method="wB97M-V/def2-TZVPD" relative_energy_ev=2.524 spin_multiplicity=1 homo_energy_ev=-9.87 orbital_gap_ev=10.12 e_lumo_ha=0.00927
O -1.833 -1.162 -1.486 -0.16
C -1.382 0.482 0.786 0.09
C -0.129 0.170 0.336 -0.36
C 0.860 -0.852 0.814 -0.03
C 1.903 0.045 0.177 -0.39
O 3.094 0.040 0.185 0.13
C 0.871 0.990 -0.413 -0.04
H -2.034 -0.482 -2.167 0.03
H -1.855 1.426 0.524 0.08
H -1.876 -0.126 1.539 0.08
H -1.102 -0.646 -0.852 0.04
H 0.940 -1.028 1.891 0.13
H 0.786 -1.838 0.335 0.14
H 0.957 2.052 -0.161 0.13
H 0.800 0.930 -1.508 0.14

---

No. 14
15
Properties=species:S:1:pos:R:3:lowdin_charge:R:1 method="wB97M-V/def2-TZVPD" relative_energy_ev=2.921 spin_multiplicity=1 homo_energy_ev=-9.06 orbital_gap_ev=9.85 e_lumo_ha=0.02902
C -1.338 1.065 -0.327 -0.02
C -0.135 0.246 0.030 -0.32
C 0.087 -0.402 1.411 -0.10
O 1.518 -0.339 1.300 -0.05
C 1.398 0.300 0.048 -0.15
C 0.655 -0.487 -1.000 -0.27
O 0.496 -1.843 -1.255 0.02
H -1.620 1.815 0.418 0.08
H -1.185 1.555 -1.292 0.08
H -2.185 0.375 -0.450 0.09
H -0.266 -1.425 1.607 0.12
H -0.253 0.245 2.232 0.13
H 2.075 1.116 -0.193 0.15
H 0.803 0.013 -1.961 0.16
H -0.049 -2.235 -0.566 0.09

---

No. 15
15
Properties=species:S:1:pos:R:3:lowdin_charge:R:1 method="wB97M-V/def2-TZVPD" relative_energy_ev=5.436 spin_multiplicity=1 smiles="O[C@H]1CC2=C1C2.O" homo_energy_ev=-9.20 orbital_gap_ev=9.26 e_lumo_ha=0.00214
O 2.425 0.346 -0.787 -0.01
C 1.546 0.446 0.296 -0.34
C 0.401 1.432 0.021 -0.06
C -0.549 0.221 0.063 -0.13
C 0.456 -0.652 0.293 -0.05
C -0.461 -1.005 -0.814 -0.03
H 2.895 -0.494 -0.704 0.11
H 2.057 0.552 1.261 0.14
H 0.190 2.193 0.775 0.11
H 0.466 1.890 -0.970 0.12
H -1.208 -1.764 -0.598 0.08
H -0.134 -0.947 -1.857 0.10
O -2.960 -0.973 1.277 -0.07
H -3.288 -0.646 0.431 0.03
H -2.106 -0.523 1.341 -0.01

---

No. 16
15
Properties=species:S:1:pos:R:3:lowdin_charge:R:1 method="wB97M-V/def2-TZVPD" relative_energy_ev=1.129 spin_multiplicity=1 homo_energy_ev=-8.42 orbital_gap_ev=9.37 e_lumo_ha=0.03478
C 0.634 0.719 0.296 -0.41
C 0.609 -0.537 0.732 -0.14
C 0.195 1.162 -1.065 -0.03
C 0.145 -1.704 -0.082 -0.11
C -2.639 -0.001 -0.331 0.02
O 1.067 1.764 1.067 0.03
O -2.645 0.115 0.793 0.07
H 1.339 1.443 1.935 0.10
H 0.961 -0.761 1.731 0.10
H 0.357 2.233 -1.155 0.09
H -0.867 0.948 -1.214 0.02
H 0.756 0.645 -1.839 0.09
H -0.279 -2.469 0.565 0.07
H -0.609 -1.403 -0.807 0.04
H 0.978 -2.152 -0.626 0.08

---

No. 17
15
Properties=species:S:1:pos:R:3:lowdin_charge:R:1 method="wB97M-V/def2-TZVPD" relative_energy_ev=3.221 spin_multiplicity=1 homo_energy_ev=-8.80 orbital_gap_ev=9.04 e_lumo_ha=0.00870
C 0.963 -0.691 -1.486 -0.03
C 0.129 0.403 -0.838 -0.57
O -0.460 1.246 -1.517 0.00
C -1.141 -0.428 0.384 -0.13
O -2.217 0.304 0.533 0.08
C 0.520 0.714 0.667 -0.10
C -0.233 -0.324 1.544 -0.13
H 1.868 -0.246 -1.918 0.09
H 1.258 -1.467 -0.773 0.08
H 0.390 -1.147 -2.296 0.09
H -2.583 0.475 -0.356 0.14
H 0.172 1.724 0.880 0.13
H 1.605 0.623 0.776 0.13
H 0.371 -1.218 1.706 0.11
H -0.636 0.080 2.476 0.12

---

No. 18
15
Properties=species:S:1:pos:R:3:lowdin_charge:R:1 method="wB97M-V/def2-TZVPD" relative_energy_ev=4.909 spin_multiplicity=1 homo_energy_ev=-8.70 orbital_gap_ev=9.39 e_lumo_ha=0.02518
C 1.439 0.625 -0.326 -0.01
C 0.226 -0.032 0.304 -0.55
O 0.510 -0.599 1.568 0.00
C -1.051 0.816 0.439 -0.10
C -1.989 -0.083 -0.422 0.00
O -1.169 -0.285 -1.581 -0.09
C -0.503 -1.031 -0.612 -0.21
H 1.182 1.027 -1.310 0.09
H 1.793 1.441 0.313 0.09
H 2.258 -0.098 -0.454 0.09
H 1.303 -1.145 1.479 0.10
H -1.370 0.884 1.482 0.12
H -0.993 1.815 -0.006 0.12
H -1.486 -1.330 0.082 0.16
H -0.150 -2.006 -0.956 0.17

---

No. 19
15
Properties=species:S:1:pos:R:3:lowdin_charge:R:1 method="wB97M-V/def2-TZVPD" relative_energy_ev=2.253 spin_multiplicity=1 smiles="C[C@@H](O)CC=C=O" homo_energy_ev=-8.74 orbital_gap_ev=9.60 e_lumo_ha=0.03182
C 0.291 -1.441 0.382 -0.02
C -0.564 -0.102 0.366 -0.45
O -1.508 -0.185 1.387 -0.03
C 0.331 1.120 0.516 -0.16
C 0.652 1.385 -0.924 -0.09
C 0.098 0.572 -1.819 -0.28
O -0.210 -0.110 -2.717 0.16
H 0.670 -1.640 1.409 0.09
H -0.290 -2.329 0.106 0.08
H 1.172 -1.427 -0.267 0.08
H -1.162 0.301 -0.591 0.16
H -1.899 -1.063 1.331 0.09
H -0.245 1.911 1.007 0.12
H 1.249 0.946 1.087 0.12
H 1.416 2.063 -1.273 0.11

---

No. 20
15
Properties=species:S:1:pos:R:3:lowdin_charge:R:1 method="wB97M-V/def2-TZVPD" relative_energy_ev=2.814 spin_multiplicity=1 smiles=O[C@H]1C[C@@]2(O)C[C@@H]12 homo_energy_ev=-9.21 orbital_gap_ev=10.05 e_lumo_ha=0.03093
O -1.536 -0.769 -1.352 -0.03
C -0.819 -0.936 -0.145 -0.33
C 0.712 -1.022 -0.385 -0.01
C 0.904 0.310 0.368 -0.46
O 1.955 0.451 1.261 0.04
C 0.080 1.357 -0.276 -0.01
C -0.559 0.307 0.646 -0.15
H -2.450 -0.539 -1.138 0.10
H -1.247 -1.733 0.471 0.14
H 1.139 -1.834 0.208 0.12
H 1.033 -1.098 -1.428 0.12
H 2.206 1.383 1.277 0.10
H -0.406 2.163 0.240 0.10
H -0.061 1.317 -1.352 0.11
H -0.951 0.642 1.604 0.15